This record from the OMol25 dataset describes a molecular structure, C2HFO2Yb. The level of theory is wB97M-V/def2-TZVPD.

```
! wB97M-V def2-TZVPD RIJCOSX def2/J DEFGRID3
* xyz 0 1
C -0.05 -0.03 -0.27
C 1.25 0.33 -0.43
O 2.23 -0.16 -1.00
O -0.89 0.82 0.62
H -0.34 1.17 1.36
Yb -1.90 -1.31 0.27
F 1.58 1.51 0.43
*
```

As for the LUMO energy (spin up / spin down): -2.02 / -2.03 eV. The value obtained for the energy above the lowest of the compared OMol25 structures with the same formula, charge and spin is 0.243 eV. For the electronic energy, the calculation gives -1485.680925 a.u. Its HOMO energy (spin up / spin down) is -6.04 / -6.06 eV. For the orbital gap (spin up / spin down), the calculation gives 4.023 / 4.025 eV.

=====

This record from the OMol25 dataset describes a molecular structure, C2HFOYb. The level of theory is wB97M-V/def2-TZVPD.

```
! wB97M-V def2-TZVPD RIJCOSX def2/J DEFGRID3
* xyz 2 3
H 0.44 0.81 1.61
O 1.47 0.70 0.70
C 0.42 -0.08 0.64
C -0.39 -0.45 -0.35
F -0.41 -1.83 -0.56
Yb -1.53 0.85 -2.03
*
```

As for the LUMO energy (spin up / spin down): -10.83 / -11.80 eV. The value obtained for the energy above the lowest of the compared OMol25 structures with the same formula, charge and spin is 3.042 eV. For the electronic energy, the calculation gives -1409.621532 a.u. Its HOMO energy (spin up / spin down) is -18.01 / -20.01 eV. For the orbital gap (spin up / spin down), the calculation gives 7.185 / 8.210 eV.

=====

Question: What is the formula in the second record?
Answer: C2HFOYb

=====

Question: The lowest electronic energy belongs to which entry?
Answer: C2HFO2Yb

=====

Question: Number 2 is which compound?
Answer: C2HFOYb

=====

Question: The lowest electronic energy belongs to which entry?
Answer: C2HFO2Yb